1.
The following is a quantum chemistry calculation of C48H49N8O2SSeW as an isolated structure in a non-equilibrium geometry, from the Open Molecules 2025 dataset.

```
110
Properties=species:S:1:pos:R:3:lowdin_charge:R:1
W 0.13310 0.16717 0.37701 1.454
C 0.08855 3.70969 -2.32116 0.005
C 0.10061 2.86848 -1.20953 -0.145
N 0.10372 1.54653 -1.30643 -0.080
C 0.03627 1.01521 -2.54978 -0.142
C 0.05219 1.77464 -3.71860 -0.113
C 0.08653 3.17172 -3.58241 0.049
C -0.00687 1.09393 -4.98502 0.023
C -0.14806 -0.24442 -5.04919 0.020
C -0.24992 -1.03416 -3.85156 -0.113
C -0.52255 -2.41072 -3.84309 0.052
C -0.66062 -3.04533 -2.63396 0.007
C -0.47604 -2.32903 -1.45399 -0.090
N -0.18152 -1.03648 -1.42566 -0.033
C -0.11382 -0.39741 -2.61699 -0.145
H 0.08437 4.78103 -2.16947 0.131
H 0.11411 3.27239 -0.21087 0.076
H 0.08460 3.80751 -4.46056 0.142
H 0.04385 1.68549 -5.89086 0.137
H -0.20538 -0.74813 -6.00601 0.137
H -0.64239 -2.95225 -4.77394 0.143
H -0.91088 -4.09645 -2.58149 0.131
H -0.54978 -2.84080 -0.50415 0.115
N -1.02500 -1.37554 1.60663 0.030
C -0.13562 -2.43702 2.06399 -0.220
C -0.51149 -3.39619 2.95708 0.039
C 0.33765 -4.49567 3.21869 -0.012
C 1.50989 -4.63689 2.53627 0.016
C 1.92154 -3.64624 1.61163 -0.122
C 3.06526 -3.76700 0.80089 0.051
C 3.33794 -2.79188 -0.12228 -0.015
C 2.52117 -1.66376 -0.18659 -0.143
N 1.45665 -1.48550 0.57685 -0.099
C 1.11400 -2.50460 1.43251 -0.168
H -1.44416 -0.91853 2.42306 0.071
H -1.80044 -1.81438 1.11524 0.124
H -1.47535 -3.32746 3.44997 0.140
H 0.02703 -5.24925 3.93012 0.130
H 2.12975 -5.51367 2.67894 0.136
H 3.70253 -4.63995 0.89648 0.145
H 4.18549 -2.87118 -0.78933 0.132
H 2.74410 -0.85929 -0.87086 0.108
C -1.74080 6.72684 5.37318 -0.020
C -1.32524 5.39875 4.81027 -0.225
C -0.65418 5.30928 3.58793 -0.008
C -0.37083 4.08307 3.01868 -0.048
C -0.74948 2.92565 3.69880 -0.297
C -1.37823 2.98200 4.94465 -0.028
C -1.64144 4.21953 5.49274 0.000
S -0.78556 1.41677 2.85202 0.685
O -1.89700 0.65408 3.37714 -0.270
O 0.45722 0.60449 2.70359 -0.475
N -0.98414 1.75719 1.26222 -0.266
C -2.24774 1.49771 0.71621 -0.396
C -3.45048 2.12426 0.99063 0.036
C -4.57406 1.65101 0.34030 0.004
C -4.45719 0.60183 -0.57466 -0.018
C -3.21954 0.04776 -0.80118 -0.085
N -2.13272 0.47679 -0.14418 0.003
H -1.41282 7.55437 4.74780 0.086
H -1.33609 6.86637 6.37742 0.100
H -2.82787 6.76868 5.46148 0.100
H -0.36873 6.21745 3.07169 0.124
H 0.13145 4.02081 2.06180 0.093
H -1.66518 2.07209 5.45512 0.126
H -2.12332 4.27987 6.46138 0.136
H -3.48525 2.94209 1.69921 0.136
H -5.54209 2.09411 0.53483 0.133
H -5.32078 0.22310 -1.10316 0.126
H -3.07702 -0.76283 -1.50779 0.122
C 2.98876 5.33607 0.16589 -0.097
C 4.39367 4.76714 -0.04137 -0.232
C 4.63199 4.23815 -1.45715 -0.165
C 3.98284 2.88237 -1.74220 -0.120
N 4.55539 1.81345 -0.91295 0.007
C 3.96107 1.15656 0.09348 -0.536
Se 2.24814 1.54622 0.81789 0.915
N 4.83985 0.31922 0.65492 0.003
C 4.63890 -0.50067 1.85927 -0.142
C 5.35004 0.08855 3.07453 -0.169
C 4.76503 1.42190 3.53292 -0.269
C 5.41707 1.90914 4.82329 -0.091
C 6.05672 0.42771 -0.01536 -0.133
C 7.28027 -0.20309 0.18860 0.013
C 8.31400 0.17095 -0.64252 -0.036
C 8.13178 1.12336 -1.66125 -0.034
C 6.91264 1.73149 -1.87320 0.014
C 5.87770 1.37348 -1.01300 -0.128
H 2.93476 5.89098 1.10353 0.081
H 2.24454 4.53723 0.20961 0.014
H 2.72365 6.02021 -0.64473 0.082
H 4.57983 3.97240 0.68973 0.094
H 5.12358 5.55249 0.15468 0.119
H 5.70541 4.16002 -1.63576 0.105
H 4.23765 4.95051 -2.18617 0.126
H 4.12764 2.60360 -2.78655 0.136
H 2.91503 2.91463 -1.53293 0.076
H 5.00671 -1.50386 1.64074 0.123
H 3.56706 -0.55066 2.04759 0.089
H 6.41286 0.21404 2.85271 0.116
H 5.27558 -0.64109 3.88475 0.131
H 3.68654 1.31109 3.67985 0.095
H 4.90570 2.17469 2.74795 0.098
H 5.24848 1.19813 5.63420 0.082
H 5.01090 2.87250 5.13062 0.078
H 6.49545 2.02470 4.69817 0.083
H 7.42338 -0.94779 0.96087 0.123
H 9.28828 -0.28065 -0.51152 0.123
H 8.96967 1.38461 -2.29373 0.124
H 6.77765 2.44549 -2.67491 0.122
```

- Largest force on an atom: 1.49 eV Å⁻¹
- Kohn-Sham gap (alpha / beta): 6.42 / 6.44 eV
- Multiplicity: 1
- Charge: +3
- Relative energy (zero: lowest compared OMol25 entry of this formula, charge and spin): 0.318 eV

2.
The following is a quantum chemistry calculation of a 6-piece molecular cluster, C24H45BCl15N5O8P overall in a non-equilibrium geometry, from the Open Molecules 2025 dataset.

```
99
Properties=species:S:1:pos:R:3:lowdin_charge:R:1
C -4.70789 -6.70965 -1.46100 -0.111
O -3.44985 -6.51595 -0.72146 -0.207
C -3.54327 -5.18351 -0.17040 -0.261
C -2.86580 -5.05601 1.30247 -0.152
C -2.91262 -3.49737 1.66894 -0.248
C -2.84187 -3.14948 3.22799 -0.167
C -2.22238 -1.67445 3.54037 -0.137
N -0.81665 -1.54676 3.08924 0.093
B 0.23380 -2.06828 4.07004 -0.551
O 1.04691 -3.22764 3.78476 0.133
O 0.42143 -1.44327 5.34740 -0.026
C 1.31029 -0.28866 5.27707 -0.060
C -0.32531 -1.04631 1.95859 -0.219
N 1.12046 -0.99485 1.76937 0.192
C 1.20777 -0.44677 0.43827 -0.063
C 2.62889 -0.24412 -0.22477 -0.033
C 3.80834 -0.01393 0.86983 -0.161
O 5.10076 -0.42577 0.31680 -0.088
C 5.47704 -1.59494 1.07190 -0.412
C 4.91001 -3.01852 0.56255 0.015
O 6.17709 -1.55403 2.09787 0.092
N -0.10524 -0.19116 -0.05239 -0.119
O -0.21906 0.30698 -1.29428 -0.066
C -0.62313 1.71277 -1.30426 -0.124
C 0.02942 2.46234 -2.58067 -0.175
N -0.01694 3.93710 -2.38772 -0.083
C 1.34047 4.51939 -2.14410 -0.219
C 2.08237 3.94550 -0.84410 -0.343
C 3.53202 3.36484 -1.32554 -0.109
O 2.22601 4.95208 0.22553 -0.121
N -1.10149 -0.53402 0.86670 -0.090
P -2.80722 -0.30891 0.52202 0.987
C -3.21379 -0.76915 -1.29825 -0.230
O -3.20588 1.37943 0.62747 -0.364
H -5.06106 -5.73025 -1.96157 0.099
H -4.55950 -7.45732 -2.30422 0.100
H -5.49472 -7.01218 -0.69659 0.042
H -4.63348 -4.83730 -0.01859 0.066
H -3.09064 -4.41754 -0.90791 0.132
H -3.34899 -5.74792 2.06344 0.103
H -1.75630 -5.31874 1.14157 0.124
H -2.03263 -2.99960 1.14531 0.084
H -3.89008 -3.02735 1.27130 0.064
H -3.83666 -3.19530 3.79686 0.058
H -2.12520 -3.92069 3.70480 0.132
H -2.92108 -0.82616 3.25437 0.108
H -2.18535 -1.64462 4.69662 0.144
H 1.93365 -2.98370 4.13385 0.117
H 1.72445 -0.13818 6.33940 0.118
H 0.67286 0.61285 4.98276 0.109
H 2.18272 -0.48626 4.57178 0.095
H 2.68884 0.64121 -0.94520 0.101
H 2.94966 -1.17281 -0.82933 0.132
H 3.82563 1.08203 1.22847 0.139
H 3.64629 -0.64994 1.80587 0.118
H 4.10262 -3.38598 1.29720 0.099
H 5.75956 -3.77418 0.54503 0.101
H 4.43476 -2.84065 -0.46135 0.076
H -0.43500 2.24553 -0.31794 0.135
H -1.75936 1.71809 -1.50682 0.106
H -0.51050 2.19697 -3.56373 0.135
H 1.12797 2.14224 -2.69983 0.117
H -0.37509 4.34242 -3.27048 0.033
H 1.96721 4.31926 -3.09538 0.083
H 1.25075 5.66312 -2.08809 0.085
H 1.55833 3.05453 -0.35138 0.117
H 3.87917 2.65977 -0.48527 0.044
H 3.32607 2.79237 -2.29308 0.028
H 4.20935 4.26556 -1.46219 0.071
H 2.23136 4.39442 1.04041 0.080
H -2.39003 -1.42687 -1.75297 0.062
H -3.37991 0.16564 -1.93411 0.053
H -4.19533 -1.34426 -1.26119 0.050
H -4.17727 1.44620 0.43943 -0.033
C 1.26797 5.83369 -5.88203 -1.473
Cl -0.19727 4.84476 -5.77654 0.558
Cl 1.56694 6.67400 -4.34650 0.599
Cl 2.65433 4.84503 -6.37592 0.511
H 1.11391 6.58910 -6.64974 0.018
C -6.10929 4.25488 -0.44690 -1.522
Cl -6.12189 2.90257 0.69809 0.556
Cl -6.83761 5.69032 0.28168 0.549
Cl -4.45890 4.59694 -0.98416 0.528
H -6.70109 3.97324 -1.31529 0.019
C 5.02531 1.02721 -5.13383 -1.522
Cl 4.32586 2.64869 -4.99952 0.498
Cl 6.71373 1.12042 -5.64776 0.544
Cl 4.89279 0.15726 -3.59777 0.516
H 4.46794 0.47590 -5.88819 0.019
C -7.01372 -4.73729 2.24937 -1.485
Cl -6.77270 -3.37071 1.14952 0.538
Cl -7.00928 -6.26234 1.35720 0.579
Cl -5.77236 -4.75103 3.51069 0.592
H -7.98463 -4.62372 2.72701 0.020
C 6.82084 4.76362 1.10556 -1.513
Cl 7.47780 5.90497 -0.07495 0.533
Cl 5.05652 4.69125 0.98355 0.597
Cl 7.52515 3.15655 0.87681 0.527
H 7.08185 5.11335 2.10216 0.016
```

- Largest force on an atom: 6.33 eV Å⁻¹
- Kohn-Sham gap: 8.45 eV
- Multiplicity: 1
- Charge: +1

3.
The following is a quantum chemistry calculation of C6H6 as an isolated structure in a non-equilibrium geometry, from the Open Molecules 2025 dataset.

```
12
Properties=species:S:1:pos:R:3:nbo_charge:R:1
C 1.00221 -1.04723 0.11932 -0.197
C -0.01089 -1.25212 -0.76116 -0.226
C 0.85393 0.31695 0.47893 -0.178
C 0.02072 1.08261 -0.15809 -0.007
C -0.99759 -0.27827 -1.11785 -0.347
C 0.89233 1.74743 0.90607 -0.369
H 1.72845 -1.71423 0.61228 0.235
H -0.21039 -2.19674 -1.26942 0.216
H -1.32050 0.00229 -2.12808 0.242
H -1.96187 -0.31122 -0.48163 0.252
H 0.36348 2.08204 1.84755 0.186
H 1.61319 2.61726 0.49723 0.192
```

- Largest force on an atom: 5.23 eV Å⁻¹
- Kohn-Sham gap: 8.94 eV
- Multiplicity: 1
- Charge: 0
- Relative energy (zero: lowest compared OMol25 entry of this formula, charge and spin): 6.423 eV

4.
The following is a quantum chemistry calculation of C5H13NS in the gas phase in a non-equilibrium geometry, from the Open Molecules 2025 dataset.

```
20
Properties=species:S:1:pos:R:3:nbo_charge:R:1
C -0.36466 0.13916 1.19859 -0.237
N -1.17384 0.67187 -0.04418 -0.630
C -0.36430 0.57243 -1.38069 -0.260
C -1.48002 -0.15157 -2.23149 -0.514
S -0.98974 -1.81030 -2.93957 -0.090
C 1.10859 0.67105 1.55539 -0.422
C 2.23143 -0.38123 1.90840 -0.597
H -1.19124 0.16391 1.97542 0.207
H -0.37279 -0.92126 1.14603 0.191
H -1.52076 1.54516 0.04317 0.348
H 0.52000 -0.07043 -1.25050 0.205
H -0.08310 1.49855 -1.86915 0.195
H -2.43629 -0.17848 -1.60309 0.254
H -1.73499 0.40639 -3.14641 0.203
H -2.04724 -2.50636 -2.41250 0.135
H 1.04394 1.20121 2.46950 0.201
H 1.53335 1.25218 0.78679 0.202
H 1.74409 -1.11446 2.57907 0.200
H 2.43321 -0.94888 0.96481 0.195
H 3.14437 -0.03895 2.25041 0.211
```

- Largest force on an atom: 6.61 eV Å⁻¹
- Kohn-Sham gap: 9.65 eV
- Multiplicity: 1
- Charge: 0
- Relative energy (zero: lowest compared OMol25 entry of this formula, charge and spin): 2.307 eV
- SMILES: CCCNCCS